1.
Entry from the Open Molecules 2025 dataset: a structure of composition C7H10BrF2N2O8S2 (ωB97M-V/def2-TZVPD).

Last column: Löwdin charge in e.
Geometry (Å):
C 0.880 1.176 2.873  0.00
C -0.359 1.462 2.063  -0.30
O -0.988 2.625 2.682  0.07
C -2.125 2.230 3.280  -0.63
O -3.013 2.928 3.622  0.18
O -2.060 0.870 3.436  0.00
C -1.470 0.411 2.191  -0.71
Br -2.860 0.649 0.838  0.92
C -1.126 -1.043 2.430  -0.15
C -0.132 -1.751 1.478  -0.09
C -0.101 -1.265 0.035  -0.56
N 1.076 -0.644 -0.349  0.18
O -1.015 -1.434 -0.737  0.04
H 1.449 0.344 2.464  0.07
H 0.601 0.923 3.892  0.10
H 1.512 2.059 2.884  0.10
H -0.196 1.743 1.028  0.15
H -0.671 -1.058 3.420  0.12
H -2.048 -1.608 2.500  0.12
H 0.875 -1.729 1.890  0.10
H -0.419 -2.799 1.423  0.12
H 0.890 0.017 -1.103  0.08
H 1.566 -0.234 0.431  0.07
N 1.487 -0.517 -3.964  -0.31
S 2.088 -0.943 -5.375  0.48
O 2.289 0.135 -6.287  -0.30
O 1.605 -2.182 -5.889  -0.29
F 3.552 -1.284 -4.853  -0.20
S -0.001 -0.015 -3.981  0.47
O -0.356 0.634 -2.754  -0.32
O -0.962 -0.900 -4.552  -0.28
F 0.034 1.200 -5.017  -0.20

E_HOMO: -6.59 eV
Kohn-Sham gap: 8.9 eV
Net charge: -1

=====

2.
Entry from the Open Molecules 2025 dataset: a structure of composition C22H57Hg2NO22 (ωB97M-V/def2-TZVPD).

Last column: Löwdin charge in e.
Geometry (Å):
Hg -0.088 2.089 -2.929  0.41
Hg 3.229 -2.953 -1.628  0.38
C 0.279 -0.609 0.573  -0.99
O 0.252 -1.815 0.654  0.25
O -0.687 0.116 0.333  0.23
O 1.349 -0.165 0.223  0.27
C 0.837 -1.466 -5.172  -0.90
O -0.150 -0.758 -5.509  0.21
O 0.768 -2.666 -4.869  0.24
O 1.787 -0.851 -4.668  0.24
C 7.226 -0.889 0.426  -0.31
C 7.200 -2.023 1.451  -0.21
O 5.965 -2.771 1.256  -0.11
O 6.978 -1.419 -0.813  -0.06
H 8.127 -0.285 0.534  0.12
H 6.439 -0.157 0.607  0.12
H 7.293 -1.780 2.510  0.12
H 8.054 -2.576 1.059  0.11
H 5.905 -3.471 1.911  0.08
H 7.838 -1.373 -1.237  0.09
C -5.748 0.993 -2.780  -0.19
C -6.400 0.755 -1.407  -0.23
O -5.529 -0.076 -0.604  -0.08
O -4.610 1.922 -2.543  -0.11
H -6.421 1.295 -3.582  0.11
H -5.260 0.107 -3.186  0.12
H -7.285 0.137 -1.555  0.11
H -6.787 1.658 -0.935  0.11
H -4.630 0.259 -0.600  0.07
H -5.008 2.641 -2.047  0.07
C -3.758 -6.627 -0.876  -0.23
C -3.517 -5.982 -2.202  -0.27
O -2.484 -6.580 -2.992  -0.06
O -2.589 -6.353 -0.105  -0.08
H -3.724 -7.708 -1.010  0.13
H -4.709 -6.248 -0.502  0.12
H -3.329 -4.910 -2.149  0.12
H -4.449 -6.081 -2.758  0.11
H -1.962 -5.844 -3.321  0.08
H -2.202 -5.476 -0.147  0.08
C -4.780 4.955 4.688  -0.26
C -4.323 3.615 4.112  -0.22
O -5.339 2.595 4.253  -0.07
O -5.492 5.794 3.805  -0.06
H -3.899 5.409 5.141  0.11
H -5.442 4.918 5.554  0.12
H -3.418 3.288 4.625  0.11
H -4.055 3.752 3.064  0.12
H -5.248 2.062 3.459  0.07
H -6.278 6.136 4.237  0.08
C -4.562 -4.248 4.956  -0.25
C -3.405 -3.142 4.977  -0.21
O -2.147 -3.783 4.791  -0.07
O -4.549 -4.878 6.203  -0.07
H -4.349 -4.975 4.172  0.11
H -5.549 -3.816 4.789  0.11
H -3.478 -2.584 5.910  0.11
H -3.497 -2.500 4.100  0.11
H -1.895 -3.519 3.903  0.07
H -5.144 -5.627 6.116  0.08
C 3.587 -7.615 -2.185  -0.25
C 4.988 -7.292 -2.744  -0.24
O 5.072 -5.926 -3.135  -0.11
O 3.162 -6.712 -1.187  -0.11
H 3.621 -8.601 -1.722  0.11
H 2.845 -7.687 -2.981  0.11
H 5.275 -7.876 -3.619  0.11
H 5.672 -7.599 -1.953  0.11
H 5.981 -5.761 -3.395  0.08
H 2.425 -7.115 -0.722  0.09
C 3.369 0.324 5.531  -0.29
C 2.475 0.804 6.736  -0.23
O 3.191 1.735 7.550  -0.06
O 3.463 1.320 4.627  -0.04
H 2.961 -0.621 5.172  0.11
H 4.332 -0.021 5.908  0.12
H 2.191 -0.083 7.302  0.10
H 1.521 1.208 6.397  0.11
H 2.767 2.571 7.341  0.08
H 2.988 1.126 3.816  0.10
C 3.305 5.081 -2.311  -0.08
O 2.476 4.646 -3.390  -0.27
C 2.492 5.481 -4.534  -0.23
C 1.378 5.143 -5.491  -0.18
N 0.025 5.123 -4.856  -0.08
C -0.538 6.400 -4.338  -0.16
C -0.010 6.717 -2.891  -0.18
O 0.182 5.511 -2.079  -0.30
C 0.220 5.798 -0.685  -0.12
H 3.143 4.519 -1.392  0.09
H 2.954 6.095 -2.119  0.07
H 4.340 5.099 -2.653  0.09
H 3.465 5.490 -5.026  0.12
H 2.262 6.474 -4.148  0.10
H 1.536 4.210 -6.031  0.12
H 1.274 5.971 -6.193  0.11
H -0.582 4.773 -5.584  0.09
H -1.619 6.289 -4.250  0.11
H -0.470 7.248 -5.018  0.11
H -0.780 7.267 -2.351  0.10
H 0.882 7.330 -2.756  0.10
H 0.961 6.568 -0.472  0.08
H 0.656 5.020 -0.058  0.08
H -0.794 6.054 -0.376  0.09

E_HOMO: -8.19 eV
Kohn-Sham gap: 3.3 eV

=====

3.
Entry from the Open Molecules 2025 dataset: an isolated molecule of C8H10O3 (ωB97M-V/def2-TZVPD).

Last column: Löwdin charge in e.
Geometry (Å):
C -0.979 1.851 0.111  -0.05
C -0.697 0.416 -0.157  -0.32
C -0.900 0.170 -1.905  -0.11
O -0.896 -0.909 -2.393  0.10
C -1.614 -0.631 0.564  -0.16
O -1.170 -0.925 1.899  -0.06
C 0.699 -0.087 -0.089  -0.30
C 1.951 0.464 0.051  0.00
C 2.804 -0.649 0.113  -0.09
C 2.069 -1.736 -0.068  -0.09
O 0.741 -1.409 -0.216  0.03
H -2.180 2.021 -0.015  0.15
H -0.509 2.489 -0.561  0.05
H -0.736 2.076 1.107  0.07
H -1.176 1.081 -2.383  0.10
H -2.571 -0.185 0.770  0.11
H -1.626 -1.596 0.061  0.13
H -1.452 -0.538 2.710  0.07
H 2.091 1.511 0.119  0.10
H 3.855 -0.565 0.217  0.10
H 2.296 -2.849 0.066  0.15

E_HOMO: -8.08 eV
Kohn-Sham gap: 8.8 eV
ΔE to the lowest compared entry with this formula, charge and spin: 264.1 kJ/mol
SMILES string: C[C@](C=O)(CO)c1ccco1

=====

4.
Entry from the Open Molecules 2025 dataset: a cluster of 2 separate species, C3H2NO2Se in total (ωB97M-V/def2-TZVPD).

Last column: Löwdin charge in e.
Geometry (Å):
C -0.562 2.825 -0.246  -0.14
C -0.295 -1.947 0.522  -0.61
C 0.031 -0.526 0.154  -0.78
N -1.649 3.207 -0.454  0.01
O -0.760 -2.823 1.154  0.10
O 0.282 -1.782 -0.647  -0.02
Se 1.556 0.179 0.818  0.42
H -0.748 0.193 -0.391  0.09
H 0.359 2.197 -0.182  -0.07

E_HOMO: -3.56 eV
Kohn-Sham gap: 7.1 eV
ΔE to the lowest compared entry with this formula, charge and spin: 152.1 kJ/mol
Net charge: -1

=====

5.
Entry from the Open Molecules 2025 dataset: a cluster of 2 separate species, H2P2S4 in total (ωB97M-V/def2-TZVPD).

Last column: Löwdin charge in e.
Geometry (Å):
P -2.510 -1.155 -0.701  0.02
P -0.529 1.136 -0.082  -0.16
S -0.652 2.505 1.209  0.09
S -2.600 0.741 -1.211  0.02
S -1.091 -1.207 0.761  -0.01
S 2.084 -0.198 -0.321  0.38
H 2.018 -1.490 -0.213  -0.25
H 3.280 -0.333 0.557  -0.09

E_HOMO: -8.43 eV
Kohn-Sham gap: 6.9 eV
ΔE to the lowest compared entry with this formula, charge and spin: 143.9 kJ/mol

=====

6.
Entry from the Open Molecules 2025 dataset: an isolated molecule of C20H39N3O2 (ωB97M-V/def2-TZVPD).

Last column: Löwdin charge in e.
Geometry (Å):
C 5.080 -2.384 -5.201  -0.12
C 5.197 -2.106 -3.707  -0.28
C 4.250 -2.993 -2.901  -0.20
C 4.439 -2.914 -1.373  -0.21
N 3.856 -1.794 -0.664  -0.23
C 4.514 -0.520 -0.846  -0.10
C 2.415 -1.706 -0.768  -0.20
C 1.803 -1.039 0.470  -0.15
N 0.363 -1.131 0.430  0.08
C -0.379 -1.558 1.465  -0.45
O 0.073 -1.944 2.524  0.07
C -1.891 -1.447 1.177  -0.21
N -2.250 -0.042 1.295  0.13
C -2.071 0.838 0.289  -0.45
O -1.647 0.497 -0.804  0.05
C -2.401 2.277 0.640  -0.24
C -2.964 3.014 -0.575  -0.15
C -3.194 4.487 -0.258  -0.17
C -1.902 5.163 0.201  -0.39
C -2.140 6.637 0.518  -0.08
C -1.348 4.425 1.420  -0.17
C -1.104 2.954 1.104  -0.15
C -2.732 -2.312 2.119  -0.38
C -2.385 -3.785 1.917  -0.06
C -4.223 -2.083 1.879  -0.07
H 5.754 -1.742 -5.764  0.07
H 4.065 -2.199 -5.545  0.07
H 5.331 -3.420 -5.419  0.07
H 4.977 -1.054 -3.525  0.09
H 6.225 -2.292 -3.385  0.11
H 4.419 -4.030 -3.199  0.11
H 3.216 -2.747 -3.151  0.11
H 5.508 -2.924 -1.144  0.12
H 4.002 -3.815 -0.930  0.11
H 5.588 -0.675 -0.919  0.09
H 4.322 0.109 0.024  0.08
H 4.172 0.022 -1.740  0.08
H 2.091 -1.145 -1.663  0.12
H 2.013 -2.719 -0.837  0.13
H 2.143 -1.550 1.374  0.13
H 2.102 0.013 0.523  0.12
H -0.112 -0.726 -0.370  0.11
H -2.077 -1.732 0.135  0.16
H -2.462 0.291 2.222  0.16
H -3.132 2.301 1.455  0.15
H -2.257 2.912 -1.400  0.12
H -3.901 2.546 -0.883  0.12
H -3.581 4.994 -1.145  0.12
H -3.946 4.577 0.530  0.12
H -1.168 5.093 -0.609  0.14
H -2.867 6.741 1.321  0.08
H -1.215 7.116 0.831  0.08
H -2.519 7.160 -0.357  0.08
H -0.413 4.889 1.740  0.12
H -2.061 4.508 2.245  0.12
H -0.363 2.869 0.306  0.13
H -0.709 2.440 1.985  0.12
H -2.477 -2.034 3.148  0.14
H -1.336 -3.959 2.139  0.07
H -2.583 -4.086 0.891  0.09
H -2.984 -4.404 2.581  0.08
H -4.485 -2.359 0.860  0.08
H -4.498 -1.042 2.031  0.07
H -4.808 -2.695 2.561  0.08

E_HOMO: -8.20 eV
Kohn-Sham gap: 9.0 eV
ΔE to the lowest compared entry with this formula, charge and spin: 28.9 kJ/mol
SMILES string: CCCCN(C)CCNC(=O)[C@H](NC(=O)[C@H]1CC[C@H](C)CC1)C(C)C

=====

7.
Entry from the Open Molecules 2025 dataset: an isolated molecule of C5H8O2 (ωB97M-V/def2-TZVPD).

Last column: Löwdin charge in e.
Geometry (Å):
O 2.181 0.191 -0.361  -0.02
C 1.020 0.331 0.421  -0.38
C 0.005 1.308 -0.178  -0.09
C -1.128 0.351 -0.274  -0.24
O -1.737 0.091 1.028  -0.08
C -0.653 -0.939 -0.874  -0.10
C 0.100 -0.874 0.392  -0.06
H 2.759 -0.435 0.102  0.10
H 1.255 0.604 1.454  0.15
H -0.174 2.178 0.452  0.12
H 0.283 1.634 -1.181  0.12
H -2.592 -0.191 0.644  0.10
H -1.373 -1.758 -0.936  0.12
H -0.097 -0.800 -1.803  0.12
H 0.129 -1.680 1.126  0.13

E_HOMO (spin up / spin down): -7.30 / -7.21 eV
Kohn-Sham gap (spin up / spin down): 7.8 / 7.7 eV
ΔE to the lowest compared entry with this formula, charge and spin: 487.6 kJ/mol
SMILES string: O[C@H]1C[C@]2(O)C[C@@H]12

=====

8.
Entry from the Open Molecules 2025 dataset: a structure of composition C4H6O2 (ωB97M-V/def2-TZVPD).

Last column: Löwdin charge in e.
Geometry (Å):
O -0.380 1.692 -1.788  0.06
C -0.968 1.465 -0.754  -0.17
C -0.575 0.214 0.027  -0.29
C 0.800 -0.317 -0.294  -0.11
C 0.593 -1.087 0.998  -0.17
O -0.290 -0.018 1.449  -0.08
H -1.889 2.024 -0.510  0.13
H -1.406 -0.472 -0.190  0.15
H 1.495 0.494 -0.055  0.13
H 1.034 -0.751 -1.261  0.12
H 1.462 -1.282 1.629  0.12
H 0.015 -2.015 0.860  0.12

E_HOMO: -9.97 eV
Kohn-Sham gap: 10.7 eV
ΔE to the lowest compared entry with this formula, charge and spin: 245.5 kJ/mol